[1]
80
Properties=species:S:1:pos:R:3:forces:R:3:lowdin_spin:R:1 method="wB97M-V/def2-TZVPD" mol_weight_da=468.450 orbital_gap_ev="9.148 / 6.423" total_charge=+1 spin_multiplicity=6
Fe 0.558 16.867 -0.312 -0.08 2.91 -1.13 3.85
C -1.170 20.400 -1.604 1.97 0.37 0.62 0.00
C -1.222 19.742 -0.227 -1.67 -0.14 -0.92 0.09
O -0.604 18.527 -0.090 0.78 -0.70 0.42 0.65
H -0.123 20.580 -1.872 0.04 -0.22 -0.15 0.00
H -1.554 21.417 -1.544 -0.64 -0.23 -0.16 0.00
H -1.598 19.775 -2.382 -0.33 0.17 0.07 0.00
H -2.302 19.555 -0.088 -0.10 -0.25 0.42 0.03
H -1.029 20.395 0.633 0.59 0.05 -0.02 0.04
C 2.937 19.984 -0.837 0.47 -1.03 -0.52 0.01
C 3.093 18.621 -1.519 0.06 -0.37 0.22 0.02
O 2.042 17.735 -1.217 -2.22 -1.53 0.94 0.23
H 2.034 20.481 -1.186 -0.05 -0.02 0.16 0.00
H 3.802 20.575 -1.141 -0.03 0.24 0.32 0.00
H 2.929 19.797 0.236 -0.07 0.43 0.09 0.00
H 4.006 18.091 -1.231 0.23 0.43 0.29 0.01
H 3.214 18.751 -2.600 -0.47 -0.02 -0.12 0.00
C -5.353 17.967 2.654 -0.37 -0.06 0.37 0.00
C -3.963 18.225 2.122 -0.33 0.91 0.48 0.00
O -3.111 17.123 2.430 0.26 -0.26 -0.66 0.00
H -5.754 17.072 2.179 -0.05 -0.01 0.07 0.00
H -6.071 18.776 2.512 0.25 0.14 -0.35 0.00
H -5.347 17.812 3.736 0.18 -0.17 -0.02 0.00
H -3.497 19.121 2.548 -0.28 0.09 0.11 0.00
H -4.016 18.436 1.052 0.32 -0.64 -0.12 0.00
H -2.895 17.170 3.367 0.02 -0.05 -0.01 0.00
C -0.928 14.264 2.712 -0.01 -0.03 0.24 0.00
C -1.481 14.617 1.333 0.06 -0.19 1.00 0.00
O -1.155 15.958 0.922 0.91 -0.06 -0.60 0.03
H -1.378 13.328 3.047 0.04 -0.08 -0.13 0.00
H -1.181 14.999 3.479 -0.11 0.18 -0.21 0.00
H 0.154 14.137 2.757 0.02 0.05 -0.27 0.00
H -2.568 14.581 1.401 -0.02 -0.22 -0.29 0.00
H -1.111 13.894 0.608 -0.10 0.22 -0.27 0.00
H -1.831 16.520 1.360 0.31 0.39 0.08 0.00
C 0.338 20.198 3.410 -0.37 -0.39 -0.18 0.00
C -0.544 19.025 3.887 1.12 1.62 -0.24 0.00
O 0.237 17.839 3.882 -0.54 -0.24 -0.09 0.00
H 0.761 19.949 2.433 0.24 -0.13 0.11 0.00
H 1.129 20.394 4.131 0.08 0.13 -0.12 0.00
H -0.264 21.092 3.230 -0.01 0.08 0.34 0.00
H -1.374 19.022 3.177 -0.20 -0.75 0.20 0.00
H -0.876 19.275 4.895 -0.37 -0.23 -0.04 0.00
H 0.308 17.534 4.791 0.10 -0.10 -0.05 0.00
C 1.283 22.496 -3.830 0.21 0.07 0.06 0.00
C 2.015 23.537 -4.671 0.35 -0.91 0.13 0.00
O 1.196 23.951 -5.736 -0.82 0.24 0.02 0.00
H 0.264 22.829 -3.624 -0.08 -0.16 -0.18 0.00
H 1.775 22.380 -2.861 0.12 0.10 -0.02 0.00
H 1.317 21.516 -4.307 -0.40 0.04 -0.11 0.00
H 2.883 23.048 -5.124 0.35 0.23 0.46 0.00
H 2.314 24.336 -3.984 0.09 0.30 -0.42 0.00
H 1.712 24.332 -6.448 0.17 0.05 0.09 0.00
C -3.454 21.306 -4.410 -0.50 0.39 0.46 0.00
C -4.593 20.699 -3.582 0.99 -0.13 -0.62 0.00
O -5.495 20.004 -4.403 -0.47 -0.86 0.10 0.00
H -3.841 22.091 -5.061 0.17 0.08 -0.02 0.00
H -2.972 20.549 -5.028 -0.10 -0.10 0.03 0.00
H -2.704 21.726 -3.738 0.03 0.18 -0.15 0.00
H -5.121 21.402 -2.932 0.18 0.24 -0.11 0.00
H -4.098 19.956 -2.949 -0.44 -0.15 0.18 0.00
H -5.772 20.496 -5.179 0.17 0.36 0.11 0.00
C -0.357 17.494 -4.218 1.35 -0.45 0.69 0.00
C -0.147 16.236 -3.345 -0.68 0.86 -1.21 0.00
O -0.670 16.429 -2.011 0.22 -0.55 -0.38 0.03
H -1.316 18.004 -4.150 -0.14 -0.27 0.16 0.00
H -0.175 17.195 -5.249 -0.04 0.19 -0.07 0.00
H 0.452 18.149 -3.887 -0.30 0.54 -0.34 0.00
H 0.920 16.060 -3.260 -0.07 -0.23 0.13 0.00
H -0.656 15.427 -3.871 0.09 -0.45 0.62 0.00
H -1.599 16.649 -2.136 -0.02 0.08 0.52 0.00
C 0.108 23.921 -0.354 0.00 -0.68 0.09 0.00
C 0.809 23.032 0.655 -0.35 0.08 0.85 0.00
O 1.926 23.702 1.204 0.39 0.44 -0.46 0.00
H 0.764 24.205 -1.175 0.03 0.27 0.13 0.00
H -0.332 24.767 0.171 0.21 0.24 -0.24 0.00
H -0.712 23.342 -0.785 -0.06 0.08 -0.06 0.00
H 1.094 22.053 0.251 0.04 0.06 -0.19 0.00
H 0.097 22.861 1.474 -0.11 -0.27 -0.10 0.00
H 2.181 23.357 2.061 -0.15 -0.22 0.00 0.00

---

[2]
11
Properties=species:S:1:pos:R:3:forces:R:3:mulliken_charge:R:1 method="wB97M-V/def2-TZVPD" mol_weight_da=74.083 orbital_gap_ev=10.146 e_above_lowest_ev=4.056 spin_multiplicity=1
N -1.093 -1.028 -0.115 0.41 -0.76 2.86 -0.49
N -1.386 0.342 -0.213 1.68 0.10 -1.23 -0.43
C -0.281 1.032 -0.289 -7.63 2.33 -1.02 0.16
C 0.928 0.538 0.094 4.11 -4.54 3.15 -0.81
O 1.533 -0.781 -0.356 -0.04 3.07 -0.08 -0.54
H -0.385 -1.217 0.749 -2.31 0.31 -2.16 0.24
H -1.982 -1.524 0.038 0.78 0.33 0.13 0.28
H -0.551 2.159 -0.451 1.21 -2.09 0.32 0.32
H 1.581 1.290 0.014 3.29 2.39 -0.60 0.39
H 0.921 0.309 1.189 -0.47 0.61 -0.18 0.36
H 0.715 -1.119 -0.660 -1.02 -1.75 -1.19 0.51

---

[3]
53
Properties=species:S:1:pos:R:3:forces:R:3:mulliken_charge:R:1 method="wB97M-V/def2-TZVPD" mol_weight_da=1162.648 orbital_gap_ev=5.902 e_above_lowest_ev=1.192 total_charge=-2 spin_multiplicity=1
Y 2.490 -0.133 -0.063 -0.50 -0.74 -0.47 0.47
Se 2.960 4.803 -1.248 -0.14 0.25 -0.18 -0.69
Sb 3.617 2.713 -0.315 1.31 0.87 0.40 1.09
Se 3.813 0.896 -2.116 0.13 0.44 0.09 -0.61
Se 2.017 1.961 1.519 -0.03 0.27 -0.02 -0.57
Se 5.806 2.615 0.871 -0.25 0.04 -0.14 -0.77
O 3.066 -3.957 4.232 0.12 0.19 0.04 -0.57
C 3.737 -2.859 4.568 -0.15 -0.25 -0.19 0.41
O 4.082 -2.652 5.707 0.07 0.05 0.14 -0.64
C 4.049 -1.900 3.479 0.27 0.31 0.23 0.82
C 4.770 -0.730 3.698 -0.14 -0.02 -0.09 -0.89
N 4.869 -0.090 2.535 0.01 0.01 -0.49 0.36
N 4.264 -0.758 1.554 -0.19 -0.14 0.13 -0.66
C 3.756 -1.857 2.103 -0.23 -0.44 -0.03 0.03
C 2.941 -2.790 1.232 0.15 0.36 -0.73 1.02
O 2.573 -3.873 1.681 0.01 -0.06 0.07 -0.81
O 2.687 -2.344 0.042 0.09 -0.57 1.11 -0.62
H 2.872 -3.964 3.248 -0.06 -0.12 -0.03 0.49
H 5.174 -0.332 4.611 0.07 -0.03 0.04 0.51
H 5.283 0.830 2.237 -0.09 -0.02 0.19 -0.04
C -3.198 5.307 -0.565 -0.04 0.12 0.00 -1.48
C -2.439 4.021 -0.726 0.03 -0.21 0.08 0.83
C -1.586 3.811 -1.796 -0.05 0.09 0.01 -1.02
C -0.861 2.637 -1.945 0.14 -0.17 -0.12 0.66
C 0.059 2.506 -3.128 0.04 0.01 0.08 -1.52
C -0.978 1.616 -0.987 -0.06 0.67 0.11 0.51
Se 0.008 0.012 -1.229 -0.55 -0.73 -0.21 -0.06
C -1.837 1.814 0.104 0.07 -0.24 0.07 0.85
C -2.034 0.789 1.194 0.07 0.04 -0.07 -1.69
C -2.550 3.002 0.211 -0.04 0.16 -0.10 -0.78
H -3.199 5.884 -1.490 0.01 -0.01 -0.03 0.35
H -2.754 5.935 0.210 0.03 0.01 0.03 0.29
H -4.237 5.126 -0.283 -0.02 -0.02 0.02 0.35
H -1.452 4.597 -2.532 -0.02 0.03 -0.06 0.26
H -0.187 3.259 -3.877 0.04 0.04 -0.03 0.42
H 0.000 1.513 -3.575 -0.02 0.03 0.01 0.31
H 1.099 2.658 -2.821 -0.05 -0.02 -0.03 0.15
H -1.489 -0.127 0.981 -0.04 0.01 0.01 0.25
H -3.095 0.554 1.297 -0.02 -0.03 0.05 0.38
H -1.679 1.182 2.151 0.01 -0.01 -0.01 0.32
H -3.204 3.138 1.067 -0.04 -0.01 0.04 0.35
Br -2.220 -6.432 -0.514 0.06 0.01 0.04 -0.21
C -2.844 -4.817 -1.293 -0.05 -0.17 0.00 0.31
C -4.205 -4.743 -1.554 -0.02 0.08 -0.05 -0.42
C -4.733 -3.601 -2.134 -0.01 -0.10 0.03 -0.39
C -3.892 -2.553 -2.469 0.08 0.10 -0.02 -0.79
C -2.535 -2.635 -2.210 0.00 -0.09 0.08 -0.12
C -1.990 -3.767 -1.598 -0.34 0.22 -0.13 -0.11
I 0.008 -3.697 -1.101 0.40 -0.29 0.13 0.33
H -4.836 -5.580 -1.294 -0.04 -0.02 0.01 0.36
H -5.797 -3.533 -2.317 -0.03 -0.02 -0.02 0.34
H -4.291 -1.651 -2.916 0.00 0.02 -0.02 0.38
H -1.877 -1.807 -2.436 0.01 0.10 0.02 0.26

---

[4]
60
Properties=species:S:1:pos:R:3:forces:R:3:lowdin_spin:R:1 method="wB97M-V/def2-TZVPD" mol_weight_da=423.292 orbital_gap_ev="8.595 / 6.284" total_charge=+1 spin_multiplicity=2
Ag 23.074 27.720 -0.623 -0.32 -0.22 0.42 0.07
C 21.645 24.364 -0.974 0.19 0.64 1.01 0.02
C 20.676 25.498 -0.633 0.06 0.42 -0.29 0.10
C 20.143 25.449 0.789 0.00 -0.63 -0.09 0.02
O 21.040 26.763 -1.053 0.16 -0.54 0.22 0.69
H 22.522 24.497 -0.333 0.19 0.07 -0.28 0.00
H 21.901 24.384 -2.027 0.07 -0.26 -0.03 0.00
H 21.211 23.431 -0.615 -0.15 -0.15 -0.50 0.00
H 19.842 25.321 -1.348 -0.32 -0.04 0.05 0.07
H 19.623 26.354 1.094 -0.15 0.05 -0.28 0.00
H 20.944 25.260 1.507 0.11 0.06 -0.12 0.00
H 19.483 24.578 0.808 -0.18 0.17 0.38 0.00
C 20.246 26.283 -4.855 -0.25 0.08 -0.02 0.00
O 21.281 26.834 -4.058 0.36 -0.29 0.19 0.00
H 19.322 26.853 -4.723 0.05 0.04 -0.31 0.00
H 20.616 26.319 -5.878 -0.25 0.17 -0.02 0.00
H 20.001 25.230 -4.654 0.29 0.05 0.28 0.00
H 21.024 26.883 -3.132 -0.18 -0.04 -0.12 0.00
C 18.008 24.191 3.681 0.14 0.73 0.07 0.00
O 19.110 25.085 3.921 0.06 -0.16 0.09 0.00
H 17.496 24.461 2.756 -0.12 -0.16 0.05 0.00
H 18.351 23.158 3.617 -0.03 0.02 0.12 0.00
H 17.336 24.345 4.525 -0.15 -0.40 -0.13 0.00
H 19.281 25.587 3.128 0.10 -0.05 -0.19 0.00
C 17.337 25.658 -2.301 1.02 0.37 -0.38 0.00
O 17.983 26.934 -2.182 -0.36 -0.11 -0.04 0.00
H 17.355 25.139 -1.340 -0.39 -0.10 -0.02 0.00
H 16.339 25.828 -2.690 -0.15 0.02 0.31 0.00
H 17.874 25.064 -3.053 -0.12 -0.19 0.11 0.00
H 18.830 26.807 -1.749 -0.11 0.20 0.03 0.00
C 21.435 22.535 -4.625 0.20 0.79 0.20 0.00
O 20.372 21.712 -5.018 -0.01 -0.51 -0.07 0.00
H 21.911 23.114 -5.425 -0.21 -0.19 -0.24 0.00
H 21.102 23.273 -3.882 0.07 -0.07 0.10 0.00
H 22.221 21.927 -4.182 -0.17 -0.21 0.05 0.00
H 19.737 22.181 -5.562 0.11 0.19 -0.05 0.00
C 25.085 24.684 -1.334 -0.17 -0.45 0.51 0.00
O 24.586 26.031 -1.213 0.51 0.51 -0.26 0.00
H 24.926 24.194 -0.371 0.08 -0.14 -0.13 0.00
H 24.546 24.142 -2.107 -0.14 0.21 -0.05 0.00
H 26.146 24.646 -1.571 0.00 0.29 -0.02 0.00
H 25.343 26.626 -1.179 0.14 -0.29 -0.13 0.00
C 20.553 29.106 3.940 0.31 0.99 1.14 0.00
O 20.281 28.080 3.003 0.12 0.12 -0.22 0.00
H 19.792 29.198 4.717 -0.06 -0.33 -0.10 0.00
H 21.500 28.922 4.456 -0.08 -0.34 -0.12 0.00
H 20.655 30.118 3.530 -0.18 -0.31 -0.59 0.00
H 19.352 27.847 3.073 -0.02 0.02 -0.05 0.00
C 23.547 27.407 2.892 -0.08 0.13 0.14 0.00
O 22.763 27.735 1.733 -0.24 -0.07 -0.40 0.01
H 22.915 26.932 3.645 -0.02 0.16 0.00 0.00
H 24.326 26.689 2.645 -0.01 0.14 -0.29 0.00
H 23.990 28.329 3.276 0.06 -0.21 0.15 0.00
H 21.857 27.960 2.025 0.14 -0.21 -0.06 0.00
C 17.813 22.184 0.278 0.30 0.25 -0.49 0.00
O 16.654 22.957 0.560 0.24 -0.12 0.22 0.00
H 18.372 22.698 -0.519 0.14 -0.38 -0.01 0.00
H 18.476 22.121 1.142 -0.33 0.17 0.20 0.00
H 17.582 21.161 -0.032 -0.07 0.11 -0.05 0.00
H 16.238 23.128 -0.290 -0.24 -0.01 0.10 0.00

---

[5]
15
Properties=species:S:1:pos:R:3:forces:R:3:mulliken_charge:R:1 method="wB97M-V/def2-TZVPD" mol_weight_da=110.247 smiles=CSS.CC orbital_gap_ev=8.982 e_above_lowest_ev=0.492 spin_multiplicity=1
C -1.189 1.146 1.360 -0.70 1.01 0.41 -0.85
S -2.924 0.910 1.883 0.00 -0.36 -0.28 -0.04
S -3.936 0.544 0.078 0.93 -0.11 0.08 -0.20
H -0.863 1.975 1.993 0.31 -0.21 0.06 0.35
H -0.570 0.270 1.524 -0.10 -0.09 -0.23 0.28
H -1.184 1.545 0.350 0.13 -0.31 -0.15 0.25
H -2.977 -0.289 -0.413 -0.58 0.08 0.15 0.15
C 2.188 -1.173 -0.363 -1.13 -0.04 -0.68 -0.86
C 1.255 -0.365 -1.275 0.47 0.77 -0.44 -0.46
H 2.873 -1.718 -1.008 0.44 0.08 0.31 0.33
H 2.672 -0.555 0.387 0.27 -0.07 -0.05 0.28
H 1.565 -1.924 0.129 0.23 -0.01 0.24 0.25
H 0.823 -0.999 -2.051 -0.40 -0.07 0.33 0.29
H 1.759 0.415 -1.860 0.41 -0.18 0.20 0.30
H 0.509 0.219 -0.734 -0.28 -0.50 0.05 -0.07

---

[6]
25
Properties=species:S:1:pos:R:3:forces:R:3:mulliken_charge:R:1 method="wB97M-V/def2-TZVPD" mol_weight_da=163.224 smiles="CNN/N=c1/cccccc1C" orbital_gap_ev=7.591 e_above_lowest_ev=4.546 spin_multiplicity=1
C 2.239 3.516 0.870 2.53 0.52 -2.12 -0.66
N 0.955 2.841 0.853 -1.21 0.63 -1.53 -0.48
N 1.000 1.492 0.380 0.95 0.33 1.67 0.15
N -0.145 0.911 0.805 -1.16 -0.89 -0.10 -0.65
C -0.543 -0.261 0.442 -0.30 -0.60 -1.35 0.59
C -1.894 -0.677 0.894 0.89 3.11 4.34 -0.46
C -2.914 -1.403 0.518 -0.43 -2.38 -1.02 -0.22
C -2.825 -2.267 -0.612 -2.14 1.10 -1.12 -0.28
C -1.720 -2.492 -1.360 -3.95 -1.29 -0.43 -0.56
C -0.393 -2.134 -1.196 2.68 -0.24 -0.61 -0.13
C 0.205 -1.229 -0.406 0.33 1.17 1.12 0.75
C 1.709 -1.043 -0.324 0.49 2.09 0.86 -1.62
H 2.965 2.736 1.204 -0.54 0.87 0.56 0.28
H 2.805 3.788 -0.181 -1.80 -0.53 1.70 0.20
H 2.321 4.524 1.427 -0.64 -1.99 -0.44 0.25
H 0.209 3.212 0.223 1.06 0.82 1.06 0.23
H 1.249 1.410 -0.592 -0.24 -0.05 -0.46 0.20
H -2.058 -0.150 1.878 0.03 -0.30 -0.95 0.21
H -3.880 -1.637 0.996 0.81 1.23 0.74 0.32
H -3.941 -2.477 -0.907 2.60 -0.70 -0.23 0.19
H -2.037 -3.141 -2.171 0.92 -0.05 -0.45 0.25
H 0.287 -2.686 -1.874 -0.24 0.24 0.55 0.31
H 2.017 -0.435 -1.200 0.21 -0.54 0.35 0.27
H 2.255 -1.933 -0.265 0.59 -1.67 -0.56 0.50
H 2.135 -0.466 0.596 -1.46 -0.89 -1.57 0.36